DFT (ωB97M-V/def2-TZVPD) results for 3 unconnected molecules or ions with the total composition C29H37F22NO9S at a distorted geometry.

Results
- net charge = 0
- HOMO (eV) = -9.8721

XYZ file:
```
99
Properties=species:S:1:pos:R:3:lowdin_charge:R:1
C -1.5873 -1.3429 4.0148 0.03
C -1.9930 -0.1626 3.1971 -0.48
O -2.6270 0.7582 3.5605 0.18
O -1.6440 -0.3070 1.8427 0.07
C -0.9607 0.6795 1.2035 -0.49
O -1.1076 1.8195 1.3902 0.17
C -0.0846 0.1171 0.1013 -0.03
C 1.4551 0.2717 0.2886 -0.35
C 1.7408 1.7975 0.2530 -0.10
C 3.0954 2.3928 0.6578 -0.40
C 3.3167 3.7511 -0.0439 -0.02
O 3.1708 2.5285 2.0789 -0.04
C 2.1623 -0.5210 -0.8903 -0.24
N 3.0521 0.3471 -1.6749 0.09
C 2.9251 -1.8224 -0.5030 -0.09
C 4.4722 -1.6692 -0.3493 -0.37
F 4.9107 -0.5102 0.1628 0.13
F 4.9945 -1.7655 -1.6313 0.09
C 5.1781 -2.7999 0.4421 -0.58
F 4.8203 -3.9917 -0.0629 0.16
F 4.8442 -2.7835 1.7223 0.19
F 6.4843 -2.6820 0.3484 0.20
C 2.1436 -2.6912 0.5125 -0.24
C 1.0498 -3.5020 -0.2078 -0.10
C 0.1782 -4.3232 0.7500 -0.04
C -0.9610 -5.0792 0.0815 -0.42
F -0.5605 -5.5853 -1.1256 0.11
F -1.3386 -6.1373 0.8543 0.12
C -2.2552 -4.2498 -0.1859 -0.32
F -2.0096 -3.4061 -1.2352 0.14
F -2.5243 -3.5087 0.9092 0.15
C -3.5250 -5.0814 -0.5469 -0.33
F -3.2144 -5.8001 -1.6508 0.16
F -3.8152 -5.9239 0.4583 0.16
C -4.8416 -4.3055 -0.9203 -0.34
F -4.6172 -3.6299 -2.0565 0.17
F -5.7524 -5.2677 -1.1600 0.17
C -5.4414 -3.3213 0.1393 -0.34
F -5.1963 -3.7855 1.3762 0.17
F -4.8452 -2.1232 -0.0166 0.16
C -6.9776 -3.1356 -0.0174 -0.34
F -7.5825 -4.2584 0.3804 0.17
F -7.2512 -2.9459 -1.3246 0.16
C -7.5656 -1.9269 0.8134 -0.33
F -8.7004 -2.3469 1.4070 0.16
F -6.6973 -1.5465 1.7652 0.17
C -7.9359 -0.6818 -0.0343 -0.59
F -6.9159 -0.2891 -0.7863 0.19
F -8.2682 0.3025 0.7737 0.21
F -8.9583 -0.9516 -0.8252 0.20
O 1.5621 -1.9559 1.6323 -0.18
S 1.9175 -0.4231 1.8649 0.70
O 0.9698 0.0379 2.8315 -0.20
O 3.3184 -0.3480 2.0630 -0.19
H -2.4793 -1.9564 4.1803 0.10
H -0.8012 -1.9293 3.5440 0.07
H -1.2498 -0.9674 4.9846 0.10
H -0.3185 0.7203 -0.7871 0.15
H -0.3768 -0.9109 -0.1093 0.12
H 0.9832 2.2881 0.8799 0.12
H 1.4983 2.1009 -0.7722 0.12
H 3.9061 1.7282 0.3619 0.12
H 3.4613 4.5237 0.7184 0.08
H 4.2110 3.7066 -0.6674 0.06
H 2.4797 4.0405 -0.6865 0.07
H 2.2884 2.6900 2.4395 0.09
H 1.3419 -0.8674 -1.5362 0.14
H 3.5388 -0.2088 -2.3739 0.09
H 2.4939 1.0042 -2.2124 0.09
H 2.8854 -2.4536 -1.4030 0.16
H 2.7960 -3.4445 0.9553 0.14
H 0.4723 -2.8917 -0.9035 0.11
H 1.6020 -4.2226 -0.8252 0.14
H -0.1967 -3.7366 1.5900 0.12
H 0.8015 -5.1236 1.1750 0.15
C 6.1951 3.0865 -4.7059 -0.06
C 6.2428 3.9101 -3.4280 -0.50
C 7.5085 4.7488 -3.3471 -0.06
O 6.1160 3.0720 -2.2812 -0.06
H 7.0407 2.3936 -4.7378 0.08
H 5.2769 2.5002 -4.7489 0.07
H 6.2437 3.7226 -5.5905 0.08
H 5.3707 4.5655 -3.3861 0.14
H 8.3889 4.1000 -3.3433 0.08
H 7.5186 5.3364 -2.4295 0.08
H 7.5899 5.4273 -4.1972 0.08
H 6.8685 2.4691 -2.2666 0.09
C -3.4623 4.0931 1.2815 -0.06
C -2.7857 5.4127 0.9568 -0.50
C -3.4875 6.5913 1.6134 -0.07
O -2.6989 5.6057 -0.4579 -0.06
H -4.4904 4.0980 0.9088 0.08
H -2.9315 3.2707 0.8080 0.06
H -3.4878 3.9077 2.3557 0.09
H -1.7481 5.3771 1.2938 0.14
H -4.5170 6.6643 1.2503 0.08
H -2.9778 7.5246 1.3735 0.08
H -3.5176 6.4780 2.6977 0.08
H -3.6001 5.6408 -0.7989 0.08
```

***

DFT (ωB97M-V/def2-TZVPD) results for a molecular structure, C29H38AsFIrN3O5Te2 at a distorted geometry.

Results
- net charge = -1
- HOMO (spin up / spin down) (eV) = -4.2172 / -4.0048
- spin multiplicity = 2

XYZ file:
```
80
Properties=species:S:1:pos:R:3:lowdin_charge:R:1
Ir 1.5817 -0.7079 0.5876 0.61
C 3.7565 -3.1020 2.0226 -0.27
As 3.7213 -1.4617 1.0049 0.91
C 4.8805 -1.8896 -0.4905 -0.25
C 4.7551 -0.2303 2.0703 -0.26
H 4.7811 -3.3406 2.3110 0.03
H 3.3357 -3.8996 1.4142 0.01
H 3.1260 -2.9529 2.8971 -0.01
H 5.8617 -2.1961 -0.1264 0.03
H 4.9791 -1.0221 -1.1389 0.01
H 4.4362 -2.7040 -1.0586 0.02
H 5.7963 -0.5486 2.1325 0.03
H 4.3019 -0.2140 3.0609 0.02
H 4.6799 0.7716 1.6451 0.01
C 3.6513 1.7375 -1.7096 -0.04
C 2.9793 1.7119 -0.3432 -0.73
O 3.3856 2.4489 0.5489 -0.03
N 1.9258 0.8545 -0.2274 -0.23
Te -0.5684 2.7751 0.8930 1.40
C -2.4548 3.6323 1.3889 -0.42
C -2.9600 3.4174 2.6809 -0.32
C -2.2038 2.6249 3.7149 -0.10
C -4.2099 3.9286 3.0193 -0.03
C -4.9750 4.6503 2.1165 -0.28
C -6.3253 5.1962 2.4974 -0.06
C -4.4537 4.8708 0.8504 -0.03
C -3.2070 4.3831 0.4719 -0.29
C -2.7095 4.6813 -0.9150 -0.07
C -1.2271 1.6863 -0.8094 -0.43
C -0.6956 1.9599 -2.0723 -0.33
C 0.2597 3.0892 -2.3506 -0.09
C -1.0402 1.1386 -3.1451 -0.03
C -1.8867 0.0564 -2.9938 -0.27
C -2.2138 -0.8522 -4.1475 -0.06
C -2.4174 -0.1905 -1.7349 -0.03
C -2.1077 0.6004 -0.6388 -0.30
C -2.6927 0.2256 0.6928 -0.08
H 4.0376 2.7338 -1.9169 0.08
H 2.9734 1.4059 -2.4954 0.06
H 4.5004 1.0500 -1.6813 0.05
H -1.1772 2.9734 3.8332 0.06
H -2.1327 1.5717 3.4310 0.05
H -2.6996 2.6961 4.6832 0.07
H -4.5944 3.7529 4.0189 0.11
H -6.6196 4.8573 3.4906 0.07
H -7.0931 4.8769 1.7904 0.08
H -6.3214 6.2883 2.5034 0.08
H -5.0306 5.4447 0.1313 0.11
H -3.3092 5.4670 -1.3759 0.07
H -2.7530 3.7963 -1.5509 0.08
H -1.6652 4.9983 -0.8895 0.06
H 0.2632 3.8289 -1.5538 0.01
H 0.0063 3.5813 -3.2927 0.08
H 1.2740 2.7045 -2.4408 0.05
H -0.6161 1.3524 -4.1217 0.11
H -1.7097 -0.5309 -5.0593 0.07
H -3.2880 -0.8725 -4.3430 0.08
H -1.9025 -1.8755 -3.9283 0.08
H -3.0604 -1.0509 -1.5888 0.12
H -3.4375 -0.5608 0.5680 0.08
H -3.1679 1.0753 1.1774 0.06
H -1.9079 -0.1480 1.3566 0.01
Te 0.7109 -0.7650 3.0248 0.18
F 3.8145 -4.9686 -2.6307 0.07
C 3.0175 -5.4627 -1.6675 -0.19
C 1.8354 -4.8992 -1.3998 0.05
N 0.9864 -5.3909 -0.4404 0.01
C -0.2445 -4.6635 -0.1273 -0.02
C -0.0254 -3.1478 0.0296 -0.68
O -0.9683 -2.4040 -0.1866 0.03
O 1.1487 -2.8332 0.4289 -0.32
C 1.3325 -6.4808 0.3274 -0.47
O 0.6286 -6.9553 1.1935 0.08
N 2.5732 -7.0242 0.0264 0.21
C 3.4982 -6.6128 -0.9279 -0.41
O 4.5551 -7.1860 -1.0815 0.08
H 1.4990 -4.0257 -1.9404 0.16
H -0.6143 -5.0647 0.8134 0.13
H -0.9980 -4.8404 -0.8948 0.13
H 2.8353 -7.8206 0.5882 0.16
```

***

DFT (ωB97M-V/def2-TZVPD) results for a molecular structure, C29H38FGeN3O3SV at a distorted geometry.

Results
- net charge = 0
- HOMO (spin up / spin down) (eV) = -8.0342 / -7.9882
- spin multiplicity = 2

XYZ file:
```
77
Properties=species:S:1:pos:R:3:lowdin_charge:R:1
V -16.3828 -9.1740 -4.4046 0.95
C -23.5441 -6.9964 -4.4370 -0.10
C -22.2752 -7.7642 -3.9246 -0.27
C -21.6721 -7.1580 -2.6743 -0.34
C -20.5594 -8.0349 -2.0229 -0.29
Ge -19.4056 -6.6824 -1.1884 0.89
C -20.1039 -6.0739 0.5137 -0.33
C -21.5863 -5.7926 0.7277 -0.30
C -21.8536 -4.9403 1.9993 -0.27
C -23.3487 -4.8860 2.3230 -0.12
H -23.9522 -7.4350 -5.3963 0.08
H -23.3143 -5.9694 -4.6205 0.05
H -24.3650 -7.0062 -3.6903 0.07
H -21.4776 -7.8114 -4.6480 0.10
H -22.4508 -8.8555 -3.6628 0.12
H -22.4631 -6.9701 -1.9422 0.10
H -21.1762 -6.2377 -3.0111 0.07
H -19.9226 -8.5080 -2.7409 0.03
H -21.0315 -8.7352 -1.3055 0.08
H -18.9732 -5.5641 -2.3173 0.03
H -19.4958 -5.1833 0.7566 0.08
H -19.7820 -6.8479 1.2226 0.08
H -22.2907 -6.6643 0.7926 0.12
H -21.9572 -5.2114 -0.1516 0.11
H -21.4870 -3.9127 1.7788 0.12
H -21.3405 -5.4218 2.7962 0.09
H -23.8719 -4.5057 1.4373 0.07
H -23.5098 -4.1628 3.1113 0.06
H -23.8172 -5.8331 2.5818 0.07
F -17.9922 -8.2653 -4.5515 -0.46
C -15.6027 -7.9542 -7.6795 -0.04
C -14.5094 -9.0172 -7.5717 -0.21
C -13.4029 -9.0320 -8.3744 -0.07
C -12.4078 -9.9703 -8.2329 -0.08
C -12.4970 -10.9624 -7.2610 -0.06
C -13.6058 -11.0596 -6.4602 -0.22
C -13.7576 -12.1407 -5.3949 -0.04
C -14.5760 -10.0325 -6.6035 -0.20
N -15.6601 -9.9160 -5.6537 -0.07
H -15.3166 -7.1227 -8.3593 0.08
H -15.8697 -7.4392 -6.7511 0.05
H -16.5497 -8.3653 -8.0575 0.08
H -13.3420 -8.3123 -9.2110 0.12
H -11.6145 -9.9451 -8.9404 0.09
H -11.7527 -11.7378 -7.0709 0.12
H -13.3342 -13.0474 -5.7763 0.06
H -14.8273 -12.4412 -5.2311 0.08
H -13.2826 -11.8421 -4.4653 0.08
C -19.4102 -12.2256 -2.1880 -0.06
C -19.2755 -12.1647 -3.5630 -0.04
C -18.2503 -11.3741 -4.0598 -0.12
N -17.3397 -10.7154 -3.3286 -0.02
C -17.5122 -10.8026 -1.9880 -0.09
C -18.5560 -11.4973 -1.3649 -0.03
H -20.1454 -12.8974 -1.7848 0.11
H -20.0115 -12.6490 -4.2297 0.12
H -18.0888 -11.2525 -5.1314 0.11
H -16.8094 -10.2510 -1.4005 0.10
H -18.6585 -11.4808 -0.2737 0.12
S -15.5941 -6.9292 0.9867 0.60
C -16.7933 -7.1568 -0.0720 -0.90
N -17.7077 -7.3773 -0.7691 -0.06
O -12.9055 -9.4339 -1.3992 0.06
C -12.5239 -8.2192 -1.9217 -0.22
C -11.4423 -7.5979 -1.3262 -0.01
C -11.0527 -6.3315 -1.7602 -0.09
C -11.6724 -5.6991 -2.7704 -0.10
C -12.7327 -6.3237 -3.4194 0.01
C -13.2103 -7.5390 -2.9625 -0.07
C -14.4348 -8.0639 -3.5382 -0.51
O -14.9994 -7.5446 -4.5235 0.00
O -15.0011 -9.1151 -3.0114 -0.12
H -13.7387 -9.6586 -1.8432 0.07
H -11.0146 -8.0599 -0.4556 0.12
H -10.2181 -5.8932 -1.1806 0.12
H -11.3351 -4.7342 -3.1016 0.10
H -13.2062 -5.8601 -4.2992 0.13
```

***

Summary of energy above the lowest of the compared OMol25 structures with the same formula, charge and spin in kJ/mol
0.0 0.0 100.7
(order as listed above)